1.
The molecule C20H16BrNO3S. Source: the Open Molecules 2025 dataset; level of theory: ωB97M-V/def2-TZVPD.

Cartesian coordinates (Å):
O  -3.8728  1.3657  0.7923
C  -3.5859  0.2617  0.3850
C  -4.0012  -0.2081  -0.9233
C  -4.7454  0.5364  -1.8181
C  -5.0484  -0.1484  -2.9954
C  -4.5362  -1.4203  -2.9799
S  -3.6588  -1.7882  -1.5505
Br  -4.7089  -2.6926  -4.3422
H  -5.6128  0.2551  -3.8161
H  -5.0489  1.5448  -1.6016
C  -2.7235  -0.6838  1.2367
H  -2.8008  -1.7224  0.8998
H  -3.0130  -0.5858  2.2846
O  -1.3675  -0.2510  1.1735
C  -0.6485  -0.6453  0.1179
O  -1.0638  -1.3843  -0.7393
C  0.7166  -0.0451  0.1473
C  1.6368  -0.4311  1.0968
C  2.9170  0.1812  1.0582
N  3.2466  1.0833  0.1732
C  2.3625  1.4689  -0.7629
C  2.7514  2.4455  -1.7028
C  1.8738  2.8623  -2.6637
C  0.5772  2.3272  -2.7268
C  0.1692  1.3797  -1.8292
C  1.0515  0.9239  -0.8299
H  -0.8287  0.9692  -1.8823
H  -0.1008  2.6725  -3.4932
H  2.1706  3.6101  -3.3843
H  3.7514  2.8431  -1.6323
C  3.9880  -0.1998  2.0385
C  3.4305  -0.8950  3.2738
C  2.5101  -2.0280  2.8379
C  1.2818  -1.4490  2.1438
H  0.6924  -2.2501  1.6892
H  0.6449  -0.9587  2.8877
H  2.1955  -2.6219  3.6978
H  3.0466  -2.6871  2.1517
H  4.2511  -1.2801  3.8812
H  2.8681  -0.1816  3.8801
H  4.5492  0.6976  2.3028
H  4.6832  -0.8705  1.5239

## Properties
Orbital gap, eV: 8.341
Multiplicity: 1

2.
The molecule C20H16BrNS. Source: the Open Molecules 2025 dataset; level of theory: ωB97M-V/def2-TZVPD.

Cartesian coordinates (Å):
Br  -2.9554  -0.2691  -0.6823
C  -1.8209  0.4463  0.6628
C  -1.3805  1.7737  0.5612
C  -0.6792  2.3425  1.6284
C  -0.4184  1.5818  2.7803
S  0.3358  2.3458  4.1915
C  -0.7189  0.2092  2.7988
C  -1.4190  -0.3650  1.7334
H  -1.6118  2.3691  -0.3195
H  -0.3833  3.3913  1.6016
H  -0.4533  -0.3848  3.6736
H  -1.6792  -1.4214  1.7559
C  -5.4331  2.6807  4.7477
N  -3.9873  2.7612  4.7985
C  -3.3492  1.7318  5.4847
C  -4.0949  0.6869  6.0777
C  -3.4548  -0.2852  6.8350
C  -2.0550  -0.2832  6.9653
C  -1.3146  0.7153  6.3305
C  -1.9499  1.7308  5.6313
C  -1.1436  2.8828  5.1067
C  -1.9156  3.9571  4.3952
C  -3.3212  3.8861  4.3154
C  -4.0106  4.9897  3.7512
C  -3.3108  6.1081  3.3062
C  -1.9114  6.1496  3.3721
C  -1.2254  5.0551  3.8973
H  -5.8243  3.4658  4.1093
H  -5.7279  1.7172  4.3225
H  -5.8784  2.7651  5.7494
H  -5.1831  0.6581  5.9751
H  -4.0452  -1.0559  7.3282
H  -1.5518  -1.0362  7.5693
H  -0.2249  0.7257  6.3968
H  -0.6402  3.3505  5.9670
H  -5.0977  5.0094  3.6874
H  -3.8627  6.9557  2.9070
H  -1.3650  7.0325  3.0387
H  -0.1335  5.0652  3.9407

## Properties
Orbital gap, eV: 8.078
Multiplicity: 1

3.
A structure of composition C20H16Cl2N3O4RuS. Source: the Open Molecules 2025 dataset; level of theory: ωB97M-V/def2-TZVPD.

Cartesian coordinates (Å):
Ru  -0.3383  0.4683  0.3799
C  -4.1737  4.0375  1.4926
C  -3.0692  3.4861  2.1198
C  -2.4131  2.4037  1.5482
C  -2.8984  1.8826  0.3438
C  -4.0281  2.4067  -0.2642
C  -4.6572  3.4981  0.3061
N  -2.2204  0.7391  -0.1591
N  -2.9180  -0.1528  -0.7037
C  -2.1769  -1.3186  -0.8566
C  -2.7212  -2.4187  -1.5168
C  -2.0108  -3.6007  -1.5192
C  -0.7961  -3.6811  -0.8364
C  -0.2717  -2.5823  -0.1714
C  -0.9402  -1.3584  -0.1865
H  -4.6713  4.8876  1.9398
H  -2.7095  3.8878  3.0587
H  -0.7248  2.4549  2.7388
H  -4.3895  1.9588  -1.1792
H  -5.5288  3.9268  -0.1692
H  -3.6847  -2.3283  -2.0010
H  -2.4044  -4.4723  -2.0247
H  -0.2615  -4.6232  -0.8147
H  0.6596  -2.6814  0.3728
Cl  3.2291  -1.5838  0.6718
C  2.9367  -1.3986  -1.0511
Cl  1.8605  -0.0336  -1.4551
H  2.4726  -2.2990  -1.4356
H  3.8816  -1.1924  -1.5384
O  3.5648  1.7769  3.1429
C  3.4216  2.9814  2.5686
C  4.2613  4.0103  2.9999
C  4.1615  5.2671  2.4411
C  3.2267  5.5370  1.4415
C  2.3937  4.5257  1.0138
C  2.4741  3.2440  1.5644
C  1.5586  2.1899  1.0796
O  1.6127  1.0131  1.5965
O  0.7104  2.4312  0.1824
H  2.9112  1.1754  2.7201
H  4.9841  3.7908  3.7742
H  4.8219  6.0529  2.7864
H  3.1573  6.5252  1.0081
H  1.6560  4.6961  0.2407
O  -2.3939  -0.4780  2.6271
S  -1.0779  0.1310  2.4282
N  -1.2668  1.8439  2.1442

## Properties
Orbital gap (spin up / spin down), eV: 7.521 / 7.417
Multiplicity: 2
Energy above the lowest of the compared OMol25 structures with the same formula, charge and spin, kJ/mol: 0.0

4.
A structure of composition C20H16F12N3NaO2. Source: the Open Molecules 2025 dataset; level of theory: ωB97M-V/def2-TZVPD.

Cartesian coordinates (Å):
Na  0.4988  -0.8644  -2.2797
C  -5.6196  -0.7926  1.3507
C  -4.1954  -0.4298  0.9936
C  -3.6814  0.8326  1.0589
C  -2.3887  1.0383  0.6521
C  -1.5947  -0.0227  0.0852
N  -0.3462  0.2636  -0.3992
C  0.5928  0.9240  0.2363
C  0.7412  0.7811  1.6866
C  1.7722  1.4357  2.3786
C  2.6585  2.2640  1.7093
C  3.7077  3.1426  2.2971
C  2.6584  2.2227  0.2737
C  1.6371  1.6871  -0.4659
C  1.5557  2.0029  -1.9536
O  0.7453  1.1610  -2.5703
C  2.8970  2.0177  -2.7301
F  3.9293  2.7739  -2.1778
F  3.3589  0.7756  -2.7093
F  2.8802  2.3742  -4.0467
C  1.0218  3.4877  -2.0801
F  -0.2771  3.5937  -1.9220
F  1.5190  4.5212  -1.2422
F  1.1446  3.9527  -3.2981
C  -2.2070  -1.2942  -0.0017
C  -3.4234  -1.5250  0.5245
C  -1.4674  -2.5986  -0.5092
O  -0.5781  -2.4433  -1.4773
C  -0.8371  -3.3169  0.8005
F  -0.3184  -4.4933  0.3690
F  0.2524  -2.6262  1.2406
F  -1.6601  -3.5506  1.7942
C  -2.4110  -3.6759  -1.1667
F  -3.1902  -4.3666  -0.2921
F  -3.2273  -2.9869  -2.0373
F  -1.8786  -4.6402  -1.9444
H  -5.5770  -1.8693  1.6224
H  -6.3644  -0.6338  0.5846
H  -5.9137  -0.2351  2.2744
H  -4.3006  1.6817  1.4196
H  -1.9602  2.0109  0.6293
H  -0.0963  0.3757  2.2996
H  1.7536  1.3942  3.4358
H  4.7393  2.7411  2.0504
H  3.6217  3.0933  3.3855
H  3.7089  4.1768  1.9029
H  3.5537  2.6572  -0.1959
H  -3.9080  -2.5222  0.5159
N  3.0863  -2.2232  0.3310
N  2.6344  -2.5638  -1.0404
H  2.1894  -2.1060  0.8129
H  3.4296  -1.2657  0.2346
H  1.7894  -3.1386  -0.9745
H  3.3445  -3.1984  -1.4355

## Properties
Orbital gap, eV: 4.197
Multiplicity: 1
Charge: -2
Energy above the lowest of the compared OMol25 structures with the same formula, charge and spin, kJ/mol: 0.0

5.
A structure of composition C20H16IrN5O5S2. Source: the Open Molecules 2025 dataset; level of theory: ωB97M-V/def2-TZVPD.

Cartesian coordinates (Å):
Ir  -0.3118  -0.2329  0.3690
N  -2.1753  -2.9329  -3.7132
C  -1.8889  -3.0075  -2.3836
C  -1.3131  -1.9107  -1.7251
N  -1.0464  -1.9648  -0.4270
C  -1.2924  -3.1100  0.2336
C  -1.8281  -4.1783  -0.4524
N  -2.1412  -4.1428  -1.7433
H  -2.2756  -2.0252  -4.1336
H  -2.7440  -3.6741  -4.0854
H  -1.0853  -0.9994  -2.2501
H  -1.0658  -3.1583  1.2838
H  -2.0239  -5.1029  0.0754
S  3.3891  0.2465  -2.4884
C  2.0599  -0.0646  -1.6379
N  1.0901  -0.3250  -1.0329
O  -2.9274  0.7846  -2.3501
C  -2.2098  1.4955  -1.6953
N  -1.1923  1.1025  -0.8324
C  -0.6431  2.1664  -0.2224
O  0.1643  1.8857  0.6878
C  -1.2175  3.4206  -0.7452
C  -0.9721  4.7515  -0.4942
C  -1.7429  5.6800  -1.1932
C  -2.7144  5.2709  -2.0984
C  -2.9540  3.9177  -2.3430
C  -2.1898  3.0077  -1.6524
H  -0.2128  5.0621  0.2102
H  -1.5817  6.7370  -1.0294
H  -3.2959  6.0176  -2.6229
H  -3.7104  3.5914  -3.0439
C  0.7485  1.5072  8.0912
C  0.3187  0.8813  6.7939
C  -1.0242  0.6138  6.5376
C  -1.4198  0.0186  5.3525
C  -0.4547  -0.2999  4.4080
C  0.8891  -0.0394  4.6319
C  1.2651  0.5458  5.8288
S  -0.9698  -1.0315  2.9054
O  -1.8858  -2.0904  3.1999
O  0.2593  -1.4337  2.1481
O  -1.5703  0.0432  2.0369
H  -0.1091  1.8308  8.6787
H  1.3880  2.3724  7.9133
H  1.3197  0.7964  8.6909
H  -1.7700  0.8692  7.2800
H  -2.4616  -0.2035  5.1636
H  1.6213  -0.2969  3.8791
H  2.3129  0.7474  6.0156

## Properties
Orbital gap, eV: 7.051
Multiplicity: 1
Energy above the lowest of the compared OMol25 structures with the same formula, charge and spin, kJ/mol: 0.0

6.
A structure of composition C20H17BF4IIrN3O5S2. Source: the Open Molecules 2025 dataset; level of theory: ωB97M-V/def2-TZVPD.

Cartesian coordinates (Å):
Ir  0.7724  -1.6843  1.1183
O  -5.4413  3.7475  -2.5889
C  -4.5085  4.2509  -1.7508
O  -4.6103  5.3701  -1.3417
C  -3.3815  3.3382  -1.3599
C  -3.0253  2.2098  -2.0942
C  -2.0004  1.3863  -1.6632
C  -1.3142  1.7200  -0.5045
S  0.0023  0.7225  0.1590
C  -1.6325  2.8601  0.2218
C  -2.6729  3.6652  -0.2099
H  -5.2733  2.8153  -2.7654
H  -3.5168  1.9668  -3.0295
H  -1.7242  0.5070  -2.2296
H  -1.0544  3.1169  1.1005
H  -2.9448  4.5608  0.3316
I  0.5946  -5.1907  0.9067
C  1.6722  -3.4092  1.4838
H  2.6004  -3.4740  0.9114
H  1.8713  -3.5392  2.5463
N  -1.9823  -2.7513  -0.1046
C  -2.1036  -2.6527  1.2444
C  -3.2296  -3.1646  1.9092
C  -3.3548  -2.9751  3.2597
C  -2.3774  -2.2573  3.9535
C  -1.2965  -1.7975  3.2507
N  -1.1381  -2.0077  1.9215
H  -2.5471  -3.4326  -0.5793
H  -1.0686  -2.5698  -0.4939
H  -3.9747  -3.7057  1.3422
H  -4.2107  -3.3810  3.7833
H  -2.4552  -2.0648  5.0128
H  -0.5056  -1.2308  3.7221
O  1.1458  2.1597  -3.2390
S  1.6839  1.9226  -1.9391
O  1.6896  2.9395  -0.9457
N  0.8621  0.4950  -1.3168
C  1.7270  -0.5981  -1.3579
O  1.4062  -1.7295  -0.9852
C  3.0689  -0.2467  -1.8401
C  4.1447  -1.1142  -1.9411
C  5.3779  -0.5750  -2.2710
C  5.5260  0.7939  -2.4895
C  4.4422  1.6594  -2.4150
C  3.2236  1.1016  -2.0911
H  4.0138  -2.1708  -1.7506
H  6.2416  -1.2212  -2.3464
H  6.5054  1.1930  -2.7166
H  4.5512  2.7213  -2.5856
F  0.9321  1.2029  3.0401
B  2.0632  0.3911  2.9703
F  3.0170  0.7029  3.9004
F  1.6019  -0.9838  3.2019
F  2.6075  0.4073  1.6546

## Properties
Orbital gap (spin up / spin down), eV: 6.802 / 7.039
Multiplicity: 2
Energy above the lowest of the compared OMol25 structures with the same formula, charge and spin, kJ/mol: 199.6

Electronic energy for every record listed, in sequence, given in Eh: -4024.4338; -3798.7022; -2650.4025; -2447.2315; -2322.5078; -2935.7053.